1.
# C11H15O3Si

A molecular structure, C11H15O3Si at a distorted geometry (the ωB97M-V functional and the def2-TZVPD basis, OMol25).

Last column: Mulliken charge in e.
Positions of all 30 atoms, in Å:
C: -1.47645 3.56582 2.28353  -0.1790
C: -0.41880 2.71273 2.47983  -0.5421
C: -2.22333 3.54077 1.13388  -0.4527
C: -0.11539 1.77825 1.51454  -0.4178
C: -1.94551 2.55191 0.17959  -0.3351
C: -0.98428 1.56314 0.44467  -0.0131
C: -0.71072 0.37527 -0.52780  1.2297
C: 0.79984 -3.30315 0.37262  -1.4088
C: 0.17064 -2.48874 -2.26953  -1.3885
C: 2.65904 -1.35457 -0.50242  -1.1821
C: 0.67923 0.37415 -1.25667  -0.1566
O: -0.53090 -0.86881 0.09425  -0.6479
O: -1.89954 0.35659 -1.35306  -0.6395
O: 1.30875 1.25402 -1.78423  -0.6159
Si: 0.79036 -1.54040 -0.67459  1.0574
H: -1.61083 4.48671 2.92392  0.2471
H: 0.34736 3.05357 3.22592  0.2380
H: -3.16310 4.21245 1.03524  0.2410
H: 0.75825 1.15197 1.68974  0.2806
H: -2.61594 2.25870 -0.55365  0.4521
H: 1.78031 -3.39529 1.07528  0.1882
H: 0.10580 -3.83325 1.04757  0.3594
H: 1.07749 -4.10152 -0.32797  0.3486
H: 0.93063 -2.93726 -2.79176  0.4455
H: -0.58583 -3.26502 -1.95271  0.2749
H: -0.39295 -1.80318 -2.87226  0.3669
H: 2.93548 -0.37845 -0.01753  0.3051
H: 3.06540 -2.03981 0.28578  0.3188
H: 3.34976 -1.34764 -1.44062  0.2945
H: -2.08478 -0.57896 -1.46155  0.3314

Calculated values
Total energy = -25670.2770 eV
Net charge = -1
Lowest unoccupied orbital energy = 3.360 eV
Orbital gap = 6.84 eV
Spin multiplicity = 1
Energy above the lowest of the compared OMol25 structures with the same formula, charge and spin = 1.298 eV

***

2.
# C21H35GeN3O4Se4SiTe2W

A molecular structure, C21H35GeN3O4Se4SiTe2W at a distorted geometry (the ωB97M-V functional and the def2-TZVPD basis, OMol25).

Last column: Mulliken charge in e.
Positions of all 72 atoms, in Å:
W: 1.43684 0.86967 -0.43952  -0.3865
O: 6.17690 -2.25393 -0.84839  -0.5401
C: 5.16569 -3.09953 -0.85888  0.5254
O: 5.32490 -4.29518 -0.93613  -0.6029
C: 3.78624 -2.55267 -0.77440  0.4561
C: 2.67504 -3.35701 -0.79588  -0.6502
N: 1.56020 -2.60732 -0.67148  -0.2848
N: 1.87344 -1.24522 -0.60720  0.3036
C: 3.28629 -1.21029 -0.69033  -0.0761
C: 3.95818 0.03402 -0.82474  0.6383
O: 5.19285 0.17887 -0.83713  -0.7685
O: 3.14009 1.11821 -0.92878  -0.0147
H: 5.91325 -1.29001 -0.81948  0.4438
H: 2.64181 -4.42128 -0.89233  0.5443
H: 0.60365 -2.87721 -0.86653  0.1678
Se: 2.61809 0.57778 1.79806  -0.1925
Te: 3.86688 2.57728 2.54650  -0.0719
Te: 3.86274 3.96355 0.20895  -0.2077
Se: 1.48419 3.35182 -0.29249  -0.1056
C: -3.90809 2.67139 -0.29119  -0.8305
Si: -2.93973 2.33664 -1.92548  0.5078
C: -3.45612 0.87011 -3.06404  -1.0385
C: -2.16164 3.90205 -2.74209  -1.0168
Se: -0.82472 1.37743 -0.98593  -0.0789
H: -4.84648 3.19264 -0.45018  0.5799
H: -3.28370 3.27293 0.36580  0.3515
H: -4.10342 1.73150 0.21839  -0.0541
H: -4.37000 1.05264 -3.62234  0.3989
H: -3.57567 -0.03384 -2.46878  0.3143
H: -2.64514 0.67815 -3.76772  0.3106
H: -2.88396 4.60800 -3.14380  0.4023
H: -1.49328 3.59412 -3.54555  0.3039
H: -1.54554 4.40987 -1.99714  0.2980
C: -1.41085 -2.39632 5.78236  -1.5629
C: -0.51596 -1.71871 4.74673  0.2265
C: -0.39142 -2.54048 3.46790  -0.9211
C: 0.54777 -1.91811 2.44680  -0.5866
Ge: -0.15230 -0.35122 1.29902  0.5117
C: -1.68309 0.62415 2.26525  -0.8313
C: -2.92314 -0.25209 2.36261  0.0037
C: -4.15901 0.46034 2.92242  -0.5096
C: -3.95013 1.03332 4.31946  -1.2005
H: -1.55116 -1.74777 6.64582  0.3837
H: -0.96330 -3.32781 6.12330  0.4425
H: -2.38964 -2.61971 5.35698  0.2925
H: 0.47967 -1.56712 5.16979  0.4867
H: -0.91885 -0.73566 4.50560  -0.1410
H: -1.37259 -2.69214 3.01207  0.2937
H: 0.00518 -3.52335 3.73433  0.4855
H: 0.84184 -2.69250 1.73682  0.2186
H: 1.45482 -1.59881 2.96413  0.4501
H: -1.10092 -1.26846 0.38819  -0.1046
H: -1.92446 1.53924 1.71542  0.4202
H: -1.31462 0.90626 3.25182  0.4647
H: -2.70425 -1.10367 2.99735  -0.0669
H: -3.14958 -0.62966 1.36478  0.3223
H: -4.96708 -0.27450 2.95449  0.4289
H: -4.46954 1.25948 2.24962  0.0867
H: -3.56071 0.27280 4.98983  0.1938
H: -4.89549 1.38531 4.72503  0.4335
H: -3.25886 1.86940 4.29609  0.2914
Se: 1.25077 0.33724 -2.97063  0.0208
C: 2.13653 0.46732 -4.69823  0.3503
C: 2.98531 1.52293 -4.98438  -0.2760
C: 3.46829 1.61838 -6.28287  -0.3992
N: 3.16582 0.76049 -7.23770  -0.6137
C: 2.36941 -0.25162 -6.94257  -0.3735
C: 1.81945 -0.45322 -5.68768  -0.3946
H: 3.24963 2.25634 -4.23456  0.4305
H: 4.12159 2.43194 -6.57314  0.3587
H: 2.14950 -0.93128 -7.75507  0.3552
H: 1.15161 -1.27588 -5.47694  0.4035

Calculated values
Total energy = -377195.2253 eV
Lowest unoccupied orbital energy = -2.224 eV
Orbital gap = 4.99 eV
Spin multiplicity = 1
Energy above the lowest of the compared OMol25 structures with the same formula, charge and spin = 5.252 eV

***

3.
# C28H49BrNOP3Sn

A molecular structure, C28H49BrNOP3Sn at a distorted geometry (the ωB97M-V functional and the def2-TZVPD basis, OMol25).

Last column: Mulliken charge in e.
Positions of all 84 atoms, in Å:
N: -7.17800 5.65205 -6.85640  -0.5536
C: -6.95290 6.25266 -5.68541  -0.3166
C: -6.22237 5.63286 -4.66220  -0.4751
C: -5.64751 4.36093 -4.88119  0.6570
C: -5.92821 3.74028 -6.12551  -0.4789
C: -6.69874 4.42711 -7.07622  -0.3235
C: -4.73893 3.76588 -3.90584  -0.1150
Sn: 0.31852 0.08801 -0.14175  1.3084
P: 5.91603 -0.86269 -1.07110  -0.1158
C: -3.82523 2.81869 -4.24373  -0.4744
C: -2.87002 2.26388 -3.32751  1.0525
C: -1.69387 1.65204 -3.80919  -0.8339
C: -0.73744 1.18123 -2.91121  -0.3341
C: -0.98222 1.26399 -1.53492  -0.2410
C: -2.11614 1.89771 -1.03898  -0.4119
C: -3.08056 2.36926 -1.93353  -0.7654
Br: 1.92803 -1.08069 1.71114  -0.2863
H: -4.76326 4.19050 -2.90135  0.2384
H: -3.74410 2.51627 -5.28574  0.2491
H: -6.06767 6.16850 -3.72801  0.3453
H: -5.53743 2.75774 -6.37573  0.3250
H: -7.36556 7.25571 -5.55021  0.3609
H: -6.92832 3.97104 -8.04639  0.3569
H: -1.55044 1.57646 -4.88852  0.4172
H: -4.01251 2.81764 -1.57812  0.2901
H: 0.18501 0.73852 -3.30108  0.6158
H: -2.28221 2.01188 0.03127  0.4686
P: -0.52041 -2.16332 -1.04493  0.7006
C: 5.44789 0.90514 -0.88668  -0.1662
C: 6.58448 1.83106 -1.34321  -1.2428
H: 5.23569 1.05863 0.18192  0.3856
H: 4.52962 1.07686 -1.46724  0.0585
H: 6.43697 2.83550 -0.93439  0.3633
H: 7.55807 1.46701 -0.99596  0.3676
H: 6.62456 1.91867 -2.43459  0.3079
C: 5.16343 -1.32886 -2.68499  0.3540
C: 5.94154 -2.47413 -3.34179  -1.2313
H: 5.20050 -0.42842 -3.31550  0.4626
H: 4.11245 -1.60312 -2.51143  -0.5775
H: 5.69754 -2.53408 -4.40689  0.3757
H: 7.02344 -2.32206 -3.25467  0.3649
H: 5.69607 -3.44070 -2.88916  0.3098
C: 4.87142 -1.75642 0.13795  0.2943
C: 5.62923 -2.05084 1.43836  -1.2691
H: 4.54707 -2.69547 -0.33842  0.3806
H: 3.97639 -1.14521 0.34448  -0.4969
H: 5.07370 -2.78225 2.03443  0.3483
H: 6.62458 -2.46114 1.23087  0.4263
H: 5.74938 -1.14709 2.04580  0.3114
C: -0.44608 -3.49058 0.20757  -0.1728
C: -1.60435 -4.48795 0.21638  -1.2909
H: -0.32541 -2.99989 1.18620  -0.0300
H: 0.49968 -4.01955 0.01708  0.5553
H: -2.53691 -4.04209 0.57938  0.2757
H: -1.78843 -4.91601 -0.77561  0.3309
H: -1.35240 -5.31740 0.88588  0.4234
C: 0.63101 -2.61868 -2.39129  0.1486
C: 0.09958 -2.54713 -3.82366  -1.3788
H: 0.97472 -3.63724 -2.15460  0.6009
H: 1.50243 -1.95425 -2.27175  -0.4014
H: -0.54960 -3.40018 -4.05263  0.3862
H: -0.45556 -1.62318 -4.02108  0.2708
H: 0.94568 -2.58391 -4.51965  0.4073
C: -2.21479 -2.06636 -1.70308  -0.6833
C: -3.28057 -1.56861 -0.72257  -1.0455
H: -2.45889 -3.07965 -2.06175  0.6347
H: -2.18079 -1.41742 -2.59231  0.3909
H: -4.01605 -0.96893 -1.27293  0.3449
H: -3.81710 -2.40394 -0.25621  0.3820
H: -2.86523 -0.93710 0.07500  -0.0266
C: 0.08045 1.38904 3.63527  -1.0595
P: -1.24482 0.37766 2.97712  1.0746
C: -1.18912 -1.24335 3.73933  -0.9703
C: -2.82020 1.13311 3.35466  -1.1799
O: -1.14418 0.24483 1.44000  -0.9985
H: 0.00876 2.40744 3.22606  0.3263
H: 1.05660 0.95610 3.36718  0.2685
H: 0.01076 1.45325 4.73244  0.4405
H: -1.28116 -1.15260 4.83244  0.4594
H: -2.02812 -1.84956 3.36776  0.3376
H: -0.24036 -1.74624 3.50062  0.2218
H: -2.88386 2.13150 2.90135  0.3660
H: -3.63837 0.51448 2.96189  0.3663
H: -2.93923 1.22898 4.44203  0.4383

Calculated values
Total energy = -137095.3595 eV
Net charge = +2
Lowest unoccupied orbital energy = -8.736 eV
Orbital gap = 3.11 eV
Spin multiplicity = 1
Energy above the lowest of the compared OMol25 structures with the same formula, charge and spin = 0.000 eV

***

Q: Which of these has the highest lowest unoccupied orbital energy?
A: C11H15O3Si

***

Q: Among the records above, which one has the highest energy above the lowest of the compared OMol25 structures with the same formula, charge and spin?
A: C21H35GeN3O4Se4SiTe2W